Molecular formula: C25H41N3P2Ru
Method: DFT, wB97M-V/def2-TZVPD

Cartesian coordinates (Å):
Ru 0.23 0.18 0.18
C 2.43 0.03 1.72
C 1.21 -0.79 1.90
C 2.92 -2.08 0.94
C 3.42 -0.77 1.13
C 1.61 -2.15 1.40
C 2.75 1.29 2.43
H 1.87 1.78 2.86
H 3.23 2.02 1.75
H 3.45 1.09 3.26
C 4.82 -0.36 0.85
H 4.89 0.73 0.82
H 5.19 -0.76 -0.10
H 5.49 -0.73 1.64
C 3.72 -3.23 0.44
H 4.35 -3.65 1.24
H 4.39 -2.94 -0.38
H 3.07 -4.03 0.07
C 0.91 -3.42 1.68
H 1.41 -3.99 2.49
H 0.90 -4.07 0.79
H -0.13 -3.26 1.98
C 0.42 -0.73 3.18
H 0.95 -1.27 3.97
H -0.56 -1.20 3.05
H 0.31 0.30 3.52
C -1.95 2.24 -1.94
C -1.81 2.88 -0.65
C -3.11 3.00 0.23
C -4.13 1.85 0.23
C -3.57 0.49 0.00
C -3.62 -0.11 -1.21
C -3.75 0.57 -2.54
C -3.28 2.05 -2.55
H -3.60 3.87 -0.20
H -4.96 2.09 -0.46
H -2.88 3.25 1.28
H -4.08 2.72 -2.15
H -1.11 2.28 -2.67
H -1.57 3.97 -0.77
H -3.20 2.32 -3.60
H -3.15 0.01 -3.29
H -3.54 -1.20 -1.33
H -4.79 0.51 -2.90
H -4.61 1.84 1.22
H -3.31 -0.08 0.91
P -0.18 2.47 0.01
C 1.05 3.14 -1.15
C -0.51 2.54 1.81
P -0.86 -1.99 -0.57
C -0.97 -0.28 -1.21
C -2.22 -2.40 0.57
C -0.90 -2.67 -2.26
H 1.51 2.26 -1.64
H 1.81 3.64 -0.53
H 0.68 3.80 -1.94
H -1.54 2.29 2.12
H -0.19 3.53 2.16
H 0.12 1.73 2.23
H -1.80 -2.24 -2.74
H -0.95 -3.76 -2.16
H 0.01 -2.36 -2.80
H -0.70 -0.01 -2.23
H -1.65 0.42 -0.71
H -2.03 -3.42 0.92
H -3.18 -2.39 0.04
H -2.28 -1.74 1.45
N 1.69 -0.12 -1.22
C 2.54 -0.61 -1.88
N 3.29 -0.94 -2.84
C 4.50 -1.46 -2.85
N 5.58 -1.93 -2.95

Results
E_tot   -1918.14087 a.u.
Frontier orbital gap (spin up / spin down)   5.65 / 5.15 eV
Multiplicity   5
Net charge   +2
<S²>   6.033

Atomic partial charges in e from the Löwdin method, atoms 1 to 2: number 1, Ru, carries 1.015; number 2, C, carries -0.203


Molecular formula: C25H42AsCrO6P2SSb
Method: DFT, wB97M-V/def2-TZVPD

Cartesian coordinates (Å):
Cr 0.03 0.20 -0.26
O -2.79 2.88 -2.31
As -1.86 1.40 -2.13
O -0.33 1.62 -2.68
O -1.66 1.20 -0.45
C -2.94 0.18 -3.15
C -3.51 0.70 -4.30
C -4.21 -0.15 -5.15
C -4.34 -1.49 -4.85
C -3.76 -2.01 -3.70
C -3.06 -1.17 -2.86
S -2.33 -1.82 -1.38
O -2.22 -3.24 -1.57
O -3.12 -1.38 -0.27
O -0.97 -1.16 -1.38
H -3.71 2.76 -2.04
H -3.40 1.74 -4.55
H -4.65 0.25 -6.06
H -4.89 -2.15 -5.52
H -3.84 -3.07 -3.46
C 3.79 1.19 0.56
P 2.53 -0.07 0.12
C 3.14 -0.74 -1.46
C 2.88 -1.30 1.42
C 4.16 -1.49 1.94
C 4.35 -2.37 2.99
C 3.27 -3.06 3.54
C 2.01 -2.89 3.01
C 1.81 -2.01 1.95
P 0.26 -1.92 1.01
C 0.40 -3.43 0.01
C -1.11 -2.16 2.16
H 4.69 1.02 -0.02
H 4.02 1.10 1.61
H 3.46 2.21 0.38
H 4.18 -1.07 -1.37
H 3.07 0.03 -2.22
H 2.52 -1.58 -1.77
H 5.01 -0.96 1.53
H 5.35 -2.52 3.39
H 3.43 -3.73 4.37
H 1.17 -3.45 3.42
H 0.78 -4.23 0.65
H 1.10 -3.26 -0.81
H -0.56 -3.71 -0.41
H -1.00 -3.09 2.71
H -2.04 -2.17 1.60
H -1.13 -1.32 2.86
C 3.46 4.44 -1.02
C 2.54 3.36 -1.59
C 2.09 3.69 -3.01
Sb 0.83 2.88 -0.33
C -0.58 4.44 -0.83
C 0.09 5.81 -0.91
C -1.76 4.46 0.13
C 1.08 3.35 1.80
C 2.04 4.47 2.17
C 1.27 2.12 2.69
H 4.28 4.61 -1.72
H 3.89 4.18 -0.05
H 2.93 5.39 -0.90
H 3.10 2.42 -1.64
H 1.62 4.68 -3.06
H 1.38 2.96 -3.39
H 2.96 3.71 -3.66
H -0.93 4.16 -1.82
H 0.52 6.11 0.05
H -0.67 6.55 -1.16
H 0.86 5.87 -1.67
H -1.49 4.89 1.10
H -2.19 3.47 0.30
H -2.54 5.10 -0.29
H 0.05 3.69 1.97
H 3.08 4.19 1.98
H 1.95 4.69 3.24
H 1.84 5.40 1.63
H 2.31 1.82 2.76
H 0.68 1.26 2.37
H 0.94 2.36 3.71

Results
E_tot   -6030.45298 a.u.
Frontier orbital gap (spin up / spin down)   7.49 / 8.18 eV
Multiplicity   4
Net charge   +1
<S²>   3.966

Atomic partial charges in e from the Löwdin method, atoms 1 to 2: number 1, Cr, carries 0.405; number 2, O, carries -0.221


Molecular formula: C25H42F3N4O
Method: DFT, wB97M-V/def2-TZVPD

Cartesian coordinates (Å):
C -3.02 2.54 -5.89
O -2.17 2.26 -4.80
C -1.86 0.89 -4.64
C -1.43 0.65 -3.20
C -0.60 -0.62 -3.06
C -0.01 -0.80 -1.65
C -0.79 -1.83 -0.81
C -1.73 -1.16 0.23
C -1.38 -1.50 1.69
N -1.28 -0.28 2.56
C -2.57 -0.05 3.27
C -3.62 0.55 2.35
C -3.44 2.03 2.06
F -2.59 2.64 2.90
F -3.03 2.25 0.81
F -4.61 2.67 2.19
C -0.31 -0.60 3.54
N -0.47 -1.68 4.36
N 0.74 0.21 3.62
C 0.28 1.58 4.05
C 1.87 -0.33 4.46
C 3.03 0.63 4.51
C 3.92 0.68 3.43
C 4.98 1.58 3.46
C 5.18 2.42 4.54
C 4.31 2.35 5.63
C 3.23 1.46 5.63
C 2.34 1.47 6.85
H -2.46 2.78 -6.79
H -3.67 1.69 -6.12
H -3.66 3.38 -5.62
H -1.01 0.65 -5.29
H -2.71 0.25 -4.88
H -0.83 1.51 -2.91
H -2.32 0.59 -2.56
H -1.22 -1.47 -3.34
H 0.22 -0.59 -3.78
H 1.03 -1.10 -1.75
H -0.01 0.17 -1.14
H -1.40 -2.45 -1.45
H -0.09 -2.49 -0.30
H -2.73 -1.56 0.05
H -1.81 -0.09 0.08
H -2.10 -2.22 2.09
H -0.41 -2.00 1.70
H -2.97 -0.98 3.68
H -2.41 0.62 4.12
H -4.57 0.45 2.86
H -3.72 0.02 1.41
H -0.67 -1.50 5.33
H -0.40 -2.64 4.06
H -0.26 1.54 4.98
H -0.39 1.96 3.29
H 1.12 2.27 4.11
H 1.57 -0.64 5.45
H 2.22 -1.23 3.95
H 3.76 0.04 2.58
H 5.66 1.63 2.62
H 5.99 3.14 4.56
H 4.45 2.99 6.49
H 1.34 1.10 6.65
H 2.29 2.47 7.27
H 2.76 0.81 7.61
C 2.41 -2.72 -7.94
C 0.97 -2.20 -8.00
C 0.41 -1.86 -6.61
C 0.32 -3.03 -5.75
N 0.25 -3.97 -5.08
H 2.47 -3.64 -7.37
H 2.78 -2.92 -8.94
H 3.07 -1.98 -7.48
H 0.34 -2.94 -8.48
H 0.94 -1.30 -8.61
H -0.59 -1.43 -6.72
H 1.03 -1.10 -6.13

Results
E_tot   -1571.36005 a.u.
Frontier orbital gap   6.96 eV
Net charge   +1

Atomic partial charges in e from the Löwdin method, atoms 1 to 2: number 1, C, carries -0.104; number 2, O, carries -0.179


Molecular formula: C25H42N10O13
Method: DFT, wB97M-V/def2-TZVPD

Cartesian coordinates (Å):
O 1.53 -0.85 1.17
C 0.47 -0.06 0.52
C -0.86 0.40 1.22
O -1.44 -0.16 2.41
H 0.03 -0.75 -0.20
H 0.92 0.72 -0.09
H -1.55 0.64 0.41
H -0.76 1.42 1.57
C -0.05 2.53 -4.08
C 0.07 1.28 -4.72
C -0.79 0.23 -4.32
C -1.57 0.32 -3.15
C -1.63 1.59 -2.57
C -0.84 2.65 -2.92
O -0.77 3.86 -2.27
O -0.95 -0.91 -5.01
H 0.51 3.43 -4.28
H 0.76 1.09 -5.53
H -2.03 -0.55 -2.70
H -2.02 1.82 -1.59
H -0.40 4.54 -2.85
H -0.36 -0.91 -5.76
C 4.66 2.41 -1.90
C 4.73 3.66 -2.50
C 3.83 4.67 -2.15
C 2.89 4.48 -1.11
C 2.89 3.18 -0.54
C 3.70 2.11 -0.94
O 3.73 0.85 -0.44
O 3.90 5.86 -2.74
H 5.25 1.65 -2.39
H 5.38 3.71 -3.36
H 2.17 5.21 -0.79
H 2.24 2.92 0.29
H 2.90 0.55 -0.05
H 3.12 6.31 -2.40
C -3.57 -3.56 -1.45
C -3.07 -3.25 -0.18
C -3.95 -2.68 0.75
C -5.36 -2.55 0.46
C -5.82 -2.95 -0.79
C -4.87 -3.37 -1.73
O -5.40 -3.79 -2.96
O -3.53 -2.21 1.94
H -3.01 -3.80 -2.34
H -2.00 -3.13 -0.10
H -6.17 -2.22 1.09
H -6.88 -2.91 -1.00
H -6.36 -3.72 -3.00
H -2.69 -1.76 1.79
C -0.05 -4.12 2.30
O -0.02 -5.19 2.70
N -0.46 -3.07 2.90
N 0.41 -3.74 1.16
H -0.81 -3.20 3.83
H -0.39 -2.19 2.40
H 0.86 -4.53 0.72
H 0.56 -2.79 0.85
C 4.63 -2.12 2.88
O 4.49 -1.07 3.26
N 3.78 -2.58 1.98
N 5.36 -3.00 3.49
H 3.78 -3.55 1.70
H 3.13 -1.90 1.59
H 5.43 -3.95 3.15
H 5.92 -2.60 4.23
C 0.27 3.76 4.02
O 0.66 4.56 3.19
N -0.40 2.67 3.81
N 0.66 3.81 5.30
H -0.63 2.52 2.84
H -0.63 1.99 4.51
H 1.25 4.52 5.71
H 0.23 3.13 5.91
C -4.86 1.75 1.55
O -5.97 2.20 1.60
N -4.38 0.87 0.70
N -3.90 2.44 2.07
H -3.49 0.41 0.84
H -4.98 0.59 -0.06
H -4.21 3.20 2.65
H -2.92 2.46 1.80
C 2.67 -2.69 -1.97
O 3.08 -3.17 -2.93
N 1.86 -1.69 -2.04
N 2.81 -3.04 -0.69
H 1.65 -1.22 -1.16
H 1.61 -1.25 -2.91
H 3.49 -3.78 -0.67
H 2.52 -2.41 0.04

Results
E_tot   -2503.49726 a.u.
Frontier orbital gap   5.44 eV
Net charge   -2

Atomic partial charges in e from the Löwdin method, atoms 1 to 2: number 1, O, carries -0.373; number 2, C, carries -0.339


Molecular formula: C25H42N3O9P2RuSi3
Method: DFT, wB97M-V/def2-TZVPD

Cartesian coordinates (Å):
Ru -0.29 -0.17 0.08
O -0.05 -0.98 1.84
C -0.72 -0.83 2.88
C -0.28 -1.55 4.02
C -0.90 -1.50 5.24
C -2.02 -0.71 5.38
C -2.49 0.01 4.28
C -1.90 0.00 3.05
C -2.44 0.77 1.99
N -1.97 0.86 0.73
C -2.81 1.74 0.04
C -3.81 2.17 0.92
N -3.56 1.57 2.11
H 0.60 -2.17 3.91
H -0.50 -2.08 6.08
H -2.55 -0.64 6.34
H -3.40 0.63 4.45
H -2.64 1.97 -1.07
H -4.68 2.84 0.77
H -4.14 1.70 2.96
C -4.20 0.38 -2.64
C -3.12 -0.60 -2.93
O -3.42 -1.31 -4.13
P -1.45 0.18 -3.10
O -0.38 -0.98 -4.19
O -1.62 1.50 -4.17
O -0.63 0.66 -1.75
P -2.96 -1.94 -1.55
O -4.51 -2.07 -1.03
O -2.65 -3.22 -2.26
O -2.15 -1.41 -0.37
H -4.26 1.14 -3.46
H -4.03 0.91 -1.70
H -5.18 -0.13 -2.59
H -3.07 -2.21 -3.95
H 0.72 -0.85 -3.87
H -0.82 2.05 -4.15
H -4.51 -2.77 -0.36
C 1.56 -2.90 1.60
Si 2.23 -2.25 -0.03
C 1.52 -3.43 -1.35
C 4.08 -2.59 -0.03
C 1.92 -0.38 -0.31
Si 1.62 0.23 -2.08
C 3.10 -0.21 -3.15
C 1.40 2.09 -2.26
C 0.02 -0.61 -2.87
Si 2.65 0.84 0.93
C 3.01 0.15 2.62
C 4.25 1.56 0.28
C 1.37 2.21 1.23
C 1.72 3.47 1.70
C 0.73 4.42 1.91
C -0.59 4.07 1.65
C -0.83 2.81 1.19
N 0.10 1.86 0.96
H 1.50 -4.01 1.54
H 0.58 -2.53 1.82
H 2.22 -2.64 2.45
H 1.77 -4.49 -1.07
H 1.96 -3.24 -2.34
H 0.43 -3.36 -1.43
H 4.26 -3.68 0.07
H 4.59 -2.08 0.80
H 4.53 -2.26 -0.98
H 4.02 0.23 -2.73
H 2.96 0.18 -4.18
H 3.23 -1.31 -3.21
H 2.27 2.64 -1.83
H 0.48 2.45 -1.79
H 1.34 2.34 -3.34
H 0.26 -1.83 -3.29
H -0.37 0.09 -3.88
H -0.87 -0.64 -2.06
H 3.76 -0.67 2.57
H 2.10 -0.24 3.11
H 3.42 0.95 3.27
H 4.96 0.75 0.06
H 4.71 2.23 1.04
H 4.09 2.15 -0.63
H 2.77 3.72 1.90
H 0.98 5.43 2.29
H -1.42 4.78 1.81
H -1.83 2.41 0.97
O 0.25 -1.69 -0.69

Results
E_tot   -3464.57333 a.u.
Frontier orbital gap (spin up / spin down)   3.64 / 3.60 eV
Multiplicity   2
Net charge   -2
<S²>   0.764

Atomic partial charges in e from the Löwdin method, atoms 1 to 2: number 1, Ru, carries 1.247; number 2, O, carries -0.227


Molecular formula: C25H44BF5O8
Method: DFT, wB97M-V/def2-TZVPD

Cartesian coordinates (Å):
C 0.85 -3.65 -3.11
B 0.98 -2.61 -4.38
O 2.00 -2.96 -5.42
C 0.10 -1.23 -4.61
C -1.37 -1.73 -5.23
C -2.32 -0.41 -5.45
C -3.57 -0.29 -4.38
C -3.09 -0.16 -2.81
C -2.69 -1.59 -2.10
C -3.05 -1.62 -0.50
O -1.99 -0.93 0.30
C -0.80 -1.78 0.45
C 0.64 -0.97 0.73
O -0.78 -3.12 0.38
O 0.76 -0.49 -5.71
C 1.14 0.87 -5.32
O 0.63 1.87 -6.09
C 2.16 1.25 -4.08
C 2.07 2.85 -3.68
C 0.57 3.35 -3.22
C 0.23 2.87 -1.67
F 1.41 3.11 -0.77
F 0.04 1.37 -1.70
C -1.14 3.64 -1.18
F -2.03 4.06 -2.28
F -0.71 4.86 -0.43
F -1.82 2.75 -0.19
H 1.90 -3.71 -2.58
H 0.53 -4.70 -3.58
H 0.01 -3.28 -2.38
H 2.90 -2.60 -5.14
H -0.06 -0.59 -3.64
H -1.85 -2.58 -4.58
H -1.12 -2.17 -6.29
H -1.65 0.58 -5.49
H -2.81 -0.51 -6.52
H -4.10 0.75 -4.63
H -4.41 -1.11 -4.55
H -2.23 0.62 -2.64
H -4.04 0.25 -2.21
H -1.52 -1.72 -2.27
H -3.17 -2.53 -2.66
H -3.33 -2.68 -0.09
H -4.02 -0.95 -0.37
H 1.46 -1.42 0.03
H 0.51 0.18 0.51
H 0.99 -1.07 1.85
H 3.27 1.08 -4.48
H 2.05 0.52 -3.15
H 2.35 3.45 -4.66
H 2.90 3.16 -2.88
H 0.62 4.54 -3.18
H -0.29 3.08 -3.97
C 3.02 0.41 5.03
C 3.60 0.00 3.70
O 3.09 -0.91 3.04
C 4.81 0.74 3.21
H 2.15 -0.21 5.25
H 3.76 0.27 5.82
H 2.70 1.45 4.99
H 5.63 0.61 3.92
H 4.57 1.80 3.09
H 5.12 0.34 2.24
C 3.11 -3.05 6.45
C 2.77 -2.47 7.80
O 2.97 -1.28 8.05
C 2.17 -3.40 8.82
H 3.54 -2.26 5.82
H 3.86 -3.84 6.56
H 2.21 -3.44 5.97
H 2.87 -4.21 9.04
H 1.23 -3.81 8.45
H 1.98 -2.85 9.74
C -4.00 3.15 4.78
C -4.37 2.76 3.37
O -5.45 2.23 3.12
C -3.36 3.03 2.29
H -4.82 2.89 5.45
H -3.11 2.62 5.10
H -3.84 4.23 4.83
H -2.43 2.49 2.50
H -3.16 4.11 2.23
H -3.75 2.70 1.33

Results
E_tot   -2104.77072 a.u.
Frontier orbital gap   9.73 eV
Net charge   0

Atomic partial charges in e from the Löwdin method, atoms 1 to 2: number 1, C, carries -0.035; number 2, B, carries -0.334


Question: Which of these has the lowest E_tot?
Answer: C25H42AsCrO6P2SSb


Question: E_tot of number 6 (C25H44BF5O8)?
Answer: -2104.77072 a.u.


Question: The highest net charge belongs to which entry?
Answer: C25H41N3P2Ru


Repeat the sixth record exactly.
Molecular formula: C25H44BF5O8
Method: DFT, wB97M-V/def2-TZVPD

Cartesian coordinates (Å):
C 0.85 -3.65 -3.11
B 0.98 -2.61 -4.38
O 2.00 -2.96 -5.42
C 0.10 -1.23 -4.61
C -1.37 -1.73 -5.23
C -2.32 -0.41 -5.45
C -3.57 -0.29 -4.38
C -3.09 -0.16 -2.81
C -2.69 -1.59 -2.10
C -3.05 -1.62 -0.50
O -1.99 -0.93 0.30
C -0.80 -1.78 0.45
C 0.64 -0.97 0.73
O -0.78 -3.12 0.38
O 0.76 -0.49 -5.71
C 1.14 0.87 -5.32
O 0.63 1.87 -6.09
C 2.16 1.25 -4.08
C 2.07 2.85 -3.68
C 0.57 3.35 -3.22
C 0.23 2.87 -1.67
F 1.41 3.11 -0.77
F 0.04 1.37 -1.70
C -1.14 3.64 -1.18
F -2.03 4.06 -2.28
F -0.71 4.86 -0.43
F -1.82 2.75 -0.19
H 1.90 -3.71 -2.58
H 0.53 -4.70 -3.58
H 0.01 -3.28 -2.38
H 2.90 -2.60 -5.14
H -0.06 -0.59 -3.64
H -1.85 -2.58 -4.58
H -1.12 -2.17 -6.29
H -1.65 0.58 -5.49
H -2.81 -0.51 -6.52
H -4.10 0.75 -4.63
H -4.41 -1.11 -4.55
H -2.23 0.62 -2.64
H -4.04 0.25 -2.21
H -1.52 -1.72 -2.27
H -3.17 -2.53 -2.66
H -3.33 -2.68 -0.09
H -4.02 -0.95 -0.37
H 1.46 -1.42 0.03
H 0.51 0.18 0.51
H 0.99 -1.07 1.85
H 3.27 1.08 -4.48
H 2.05 0.52 -3.15
H 2.35 3.45 -4.66
H 2.90 3.16 -2.88
H 0.62 4.54 -3.18
H -0.29 3.08 -3.97
C 3.02 0.41 5.03
C 3.60 0.00 3.70
O 3.09 -0.91 3.04
C 4.81 0.74 3.21
H 2.15 -0.21 5.25
H 3.76 0.27 5.82
H 2.70 1.45 4.99
H 5.63 0.61 3.92
H 4.57 1.80 3.09
H 5.12 0.34 2.24
C 3.11 -3.05 6.45
C 2.77 -2.47 7.80
O 2.97 -1.28 8.05
C 2.17 -3.40 8.82
H 3.54 -2.26 5.82
H 3.86 -3.84 6.56
H 2.21 -3.44 5.97
H 2.87 -4.21 9.04
H 1.23 -3.81 8.45
H 1.98 -2.85 9.74
C -4.00 3.15 4.78
C -4.37 2.76 3.37
O -5.45 2.23 3.12
C -3.36 3.03 2.29
H -4.82 2.89 5.45
H -3.11 2.62 5.10
H -3.84 4.23 4.83
H -2.43 2.49 2.50
H -3.16 4.11 2.23
H -3.75 2.70 1.33

Results
E_tot   -2104.77072 a.u.
Frontier orbital gap   9.73 eV
Net charge   0

Atomic partial charges in e from the Löwdin method, atoms 1 to 2: number 1, C, carries -0.035; number 2, B, carries -0.334